Computed, not measured: a structure of composition C32H46F3IrN4O5Si at a distorted geometry, with the ωB97M-V functional and the def2-TZVPD basis.

Computed properties:
**Energy above the lowest of the compared OMol25 structures with the same formula, charge and spin**: 0.0 kJ/mol
**LUMO level (alpha / beta)**: 2.6 / 2.1 eV
**Gap between HOMO and LUMO (alpha / beta)**: 6.890 / 6.303 eV
**⟨S²⟩**: 0.771
**Calculated total energy**: -2535.72978 Eh
**HOMO energy (alpha / beta)**: -4.294 / -4.250 eV

```
! RIJCOSX wB97M-V def2-TZVPD def2/J DEFGRID3
* xyz -1 2
Ir -0.100 0.782 -0.395
C -1.177 1.802 3.497
C -0.321 1.111 2.469
O -0.978 0.753 1.413
C 1.006 0.896 2.714
C 1.910 0.207 1.842
C 3.234 -0.228 2.410
N 1.602 -0.089 0.615
N 2.525 -0.903 -0.043
C 2.003 -1.452 -1.113
O 0.811 -1.335 -1.523
C 2.938 -2.299 -1.928
C 4.283 -2.438 -1.593
C 5.129 -3.194 -2.389
C 4.641 -3.821 -3.530
C 3.301 -3.689 -3.865
C 2.454 -2.932 -3.067
H -2.216 1.508 3.360
H -1.106 2.881 3.331
H -0.854 1.584 4.514
H 1.395 1.219 3.670
H 3.302 0.039 3.463
H 4.047 0.249 1.860
H 3.368 -1.302 2.290
H 4.643 -1.945 -0.700
H 6.174 -3.295 -2.121
H 5.304 -4.410 -4.153
H 2.914 -4.177 -4.752
H 1.408 -2.807 -3.316
C -1.575 -2.029 2.274
Si -1.393 -2.487 0.466
C 0.166 -3.508 0.285
C -2.838 -3.638 0.046
C -1.595 -1.029 -0.677
H -1.516 -2.929 2.893
H -2.534 -1.542 2.464
H -0.788 -1.343 2.582
H 0.030 -4.461 0.808
H 1.031 -3.002 0.715
H 0.388 -3.719 -0.762
H -2.827 -4.521 0.692
H -2.781 -3.978 -0.991
H -3.797 -3.133 0.180
H -2.479 -0.438 -0.489
H -1.346 -1.118 -1.727
C 3.278 1.630 -1.417
N 2.909 0.998 -2.666
C 4.016 0.447 -3.423
C 1.624 0.902 -3.068
O 0.634 1.058 -2.347
N 1.423 0.570 -4.401
C 1.950 1.490 -5.399
C 0.076 0.111 -4.713
H 3.918 2.493 -1.619
H 3.802 0.911 -0.783
H 2.389 1.965 -0.902
H 4.669 -0.089 -2.733
H 4.603 1.230 -3.915
H 3.651 -0.257 -4.166
H 2.823 2.013 -5.022
H 1.196 2.241 -5.662
H 2.232 0.947 -6.304
H -0.246 -0.598 -3.954
H 0.104 -0.383 -5.686
H -0.642 0.934 -4.737
F -2.068 1.313 -2.499
C -1.771 1.670 -1.210
F -2.953 1.438 -0.533
F -1.737 3.036 -1.255
C 1.701 8.191 3.278
C 1.476 7.040 2.332
C 0.420 7.046 1.433
C 0.190 5.984 0.564
C -0.964 6.036 -0.401
C 1.036 4.875 0.613
C 2.113 4.848 1.505
C 3.088 3.700 1.529
C 2.317 5.936 2.347
C 0.809 3.728 -0.355
O 0.960 3.901 -1.552
O 0.504 2.632 0.268
H 1.069 9.041 3.018
H 2.740 8.523 3.258
H 1.469 7.905 4.307
H -0.248 7.901 1.403
H -1.499 6.981 -0.306
H -1.664 5.219 -0.219
H -0.615 5.920 -1.426
H 3.817 3.802 0.721
H 2.577 2.748 1.407
H 3.636 3.682 2.472
H 3.157 5.913 3.036
*
```

---

Computed, not measured: a cluster of 5 separate species, C23H40BF7O16 in total at a distorted geometry, with the ωB97M-V functional and the def2-TZVPD basis.

Computed properties:
**SMILES string**: CCOCCOCB(COC(C)=O)C(F)(F)C(F)(F)C(F)(F)F.COC(=O)OC.COC(=O)OC.COC(=O)OC.COC(=O)OC
**LUMO level**: -0.4 eV
**Gap between HOMO and LUMO**: 9.076 eV
**Calculated total energy**: -2828.11476 Eh
**HOMO energy**: -9.463 eV

```
! RIJCOSX wB97M-V def2-TZVPD def2/J DEFGRID3
* xyz 0 1
C 4.728 0.880 -0.101
C 4.017 2.119 -0.717
O 3.653 1.837 -2.071
C 2.685 0.801 -2.114
C 1.569 1.204 -3.082
O 0.675 2.059 -2.348
C -0.553 2.192 -3.065
B -1.778 1.640 -2.203
C -1.689 0.140 -1.738
O -2.142 -0.101 -0.397
C -1.783 -1.341 0.050
C -2.437 -2.599 -0.481
O -0.971 -1.434 0.882
C -2.994 2.665 -1.936
F -3.548 2.898 -3.166
F -2.548 3.864 -1.515
C -4.158 2.188 -1.039
F -5.190 3.026 -1.285
F -4.603 1.000 -1.386
C -3.890 2.303 0.507
F -2.625 2.472 0.800
F -4.330 1.201 1.082
F -4.570 3.288 1.031
H 4.028 0.262 0.470
H 5.494 1.237 0.596
H 5.179 0.292 -0.904
H 4.695 2.976 -0.716
H 3.121 2.384 -0.136
H 2.198 0.686 -1.136
H 3.115 -0.159 -2.437
H 1.939 1.741 -3.965
H 1.074 0.267 -3.387
H -0.714 3.254 -3.312
H -0.556 1.675 -4.041
H -0.630 -0.166 -1.793
H -2.209 -0.483 -2.496
H -2.295 -2.752 -1.558
H -3.518 -2.643 -0.296
H -2.014 -3.450 0.052
C 3.480 7.330 3.260
O 2.197 7.216 2.644
C 2.005 6.074 1.979
O 2.803 5.176 1.871
O 0.780 6.098 1.457
C 0.434 4.926 0.710
H 3.510 8.293 3.764
H 3.625 6.542 3.999
H 4.271 7.299 2.512
H 0.455 4.043 1.348
H 1.104 4.799 -0.139
H -0.579 5.069 0.341
C -2.867 -6.536 2.888
O -3.787 -7.385 2.199
C -4.371 -6.819 1.141
O -4.184 -5.696 0.747
O -5.198 -7.713 0.596
C -5.898 -7.242 -0.555
H -2.464 -7.108 3.720
H -2.048 -6.244 2.232
H -3.375 -5.656 3.279
H -5.200 -6.978 -1.349
H -6.527 -6.389 -0.301
H -6.532 -8.055 -0.901
C 1.539 -0.496 4.816
O 1.334 0.798 5.386
C 2.116 1.753 4.873
O 2.941 1.603 4.009
O 1.820 2.903 5.486
C 2.581 4.022 5.032
H 0.851 -1.176 5.312
H 1.317 -0.487 3.750
H 2.559 -0.836 4.992
H 2.402 4.209 3.974
H 3.644 3.868 5.218
H 2.254 4.893 5.597
C 1.262 -4.154 -6.196
O 1.308 -4.890 -4.973
C 1.381 -4.131 -3.877
O 1.408 -2.926 -3.851
O 1.417 -4.938 -2.815
C 1.499 -4.252 -1.566
H 1.205 -4.879 -7.004
H 0.378 -3.519 -6.230
H 2.165 -3.558 -6.321
H 0.625 -3.617 -1.418
H 2.412 -3.662 -1.508
H 1.521 -5.001 -0.778
*
```

---

Computed, not measured: an isolated molecule of C5H6O2, with the ωB97M-V functional and the def2-TZVPD basis.

Computed properties:
**SMILES string**: C#C[C@H](C=O)CO
**Energy above the lowest of the compared OMol25 structures with the same formula, charge and spin**: 251.1 kJ/mol
**LUMO level**: 0.7 eV
**Gap between HOMO and LUMO**: 10.654 eV
**Calculated total energy**: -344.50625 Eh
**HOMO energy**: -9.966 eV

```
! RIJCOSX wB97M-V def2-TZVPD def2/J DEFGRID3
* xyz 0 1
O -2.136 -0.042 0.594
C -1.017 -0.817 0.244
C 0.023 -0.010 -0.592
C -0.092 1.475 -0.242
O -0.087 1.876 0.897
C 1.397 -0.443 -0.320
C 2.526 -0.760 -0.046
H -1.835 0.593 1.260
H -0.524 -1.243 1.126
H -1.393 -1.642 -0.367
H -0.188 -0.125 -1.663
H -0.203 2.173 -1.093
H 3.528 -1.035 0.202
*
```

---

Computed, not measured: a structure of composition C36H29ClN5O8PSSn, with the ωB97M-V functional and the def2-TZVPD basis.

Computed properties:
**Energy above the lowest of the compared OMol25 structures with the same formula, charge and spin**: 35.9 kJ/mol
**LUMO level**: 3.4 eV
**Gap between HOMO and LUMO**: 5.442 eV
**Calculated total energy**: -3679.08423 Eh
**HOMO energy**: -2.078 eV

```
! RIJCOSX wB97M-V def2-TZVPD def2/J DEFGRID3
* xyz -2 1
Sn 0.483 -0.348 2.240
C 4.364 -3.004 1.854
C 3.397 -1.887 2.125
N 2.247 -2.060 2.661
N 1.801 -3.292 2.978
C 0.819 -3.233 3.861
N 0.149 -4.422 4.064
S 0.391 -1.873 4.820
C 3.737 -0.487 1.807
C 4.912 -0.150 1.132
C 5.191 1.181 0.886
C 4.302 2.152 1.318
C 3.143 1.733 1.956
N 2.871 0.458 2.204
H 4.042 -3.880 2.411
H 4.369 -3.257 0.789
H 5.380 -2.733 2.150
H 0.134 -5.012 3.244
H -0.742 -4.292 4.512
H 5.576 -0.924 0.773
H 6.087 1.459 0.342
H 4.486 3.205 1.147
H 2.393 2.443 2.293
Cl -7.310 -2.155 2.038
C -5.674 -1.542 2.227
C -5.474 -0.319 2.896
C -4.218 0.200 3.010
C -3.055 -0.463 2.470
O -1.922 0.075 2.545
C -3.299 -1.753 1.871
C -2.229 -2.604 1.410
O -1.022 -2.425 1.460
C -4.611 -2.242 1.734
H -6.329 0.203 3.309
H -4.045 1.140 3.520
H -2.593 -3.555 0.958
H -4.768 -3.197 1.242
O -0.025 4.286 3.429
C 0.243 3.353 2.663
O 0.474 2.137 2.948
C 0.378 3.703 1.144
P 0.310 2.157 0.158
C -1.485 1.954 -0.146
C -2.491 2.668 0.495
C -3.823 2.436 0.172
C -4.165 1.467 -0.759
C -3.167 0.722 -1.376
C -1.837 0.971 -1.075
C 0.752 2.857 -1.502
C 2.043 2.607 -1.971
C 2.498 3.194 -3.146
C 1.663 4.030 -3.875
C 0.364 4.254 -3.436
C -0.088 3.672 -2.260
H 1.371 4.136 0.998
H -0.356 4.447 0.833
H -2.237 3.398 1.254
H -4.604 3.011 0.654
H -5.208 1.280 -0.987
H -3.425 -0.050 -2.092
H -1.052 0.397 -1.555
H 2.673 1.915 -1.421
H 3.504 2.991 -3.495
H 2.018 4.496 -4.787
H -0.298 4.891 -4.014
H -1.107 3.848 -1.930
O 2.635 -0.515 -1.358
C 1.518 -1.028 -1.200
O 0.821 -1.131 -0.157
C 0.848 -1.616 -2.452
C 1.457 -1.478 -3.695
C 0.870 -2.009 -4.828
C -0.342 -2.679 -4.706
C -0.973 -2.813 -3.475
C -0.370 -2.282 -2.350
N -0.954 -3.263 -5.891
O -0.374 -3.159 -6.958
O -2.023 -3.834 -5.774
H 2.398 -0.946 -3.739
H 1.324 -1.918 -5.804
H -1.921 -3.330 -3.425
H -0.820 -2.367 -1.367
*
```

---

Computed, not measured: a cluster of 2 separate species, C5H9NO2 in total at a distorted geometry, with the ωB97M-V functional and the def2-TZVPD basis.

Computed properties:
**SMILES string**: [H]/N=C(/C)C(C)=O.C=O
**Energy above the lowest of the compared OMol25 structures with the same formula, charge and spin**: 402.7 kJ/mol
**LUMO level**: -0.2 eV
**Gap between HOMO and LUMO**: 8.838 eV
**Calculated total energy**: -401.02337 Eh
**HOMO energy**: -9.065 eV

```
! RIJCOSX wB97M-V def2-TZVPD def2/J DEFGRID3
* xyz 0 1
C -1.167 -0.101 -1.421
C -0.886 -0.472 0.005
C -0.419 1.487 1.127
N -1.631 -1.285 0.632
O -0.716 2.367 0.352
H -1.248 -1.495 1.564
H -0.905 1.155 2.056
H -2.189 -0.374 -1.689
H -0.498 -0.644 -2.091
H -1.044 0.970 -1.583
C 1.841 -0.327 -0.435
C 0.853 -0.413 0.690
O 0.945 -1.075 1.698
H 0.746 1.129 1.199
H 1.509 0.296 -1.261
H 2.049 -1.335 -0.797
H 2.761 0.118 -0.047
*
```